# 1
The following is a quantum chemistry calculation of an isolated ion of composition C3HN2O3 and charge -1 at a distorted geometry, from the OMol25 dataset.

Each line ends with the Löwdin charge.
Element x y z (Å)
C 1.9138 -1.3568 -0.0232  -0.508
C 0.7530 -0.3935 -0.0483  -0.420
C 2.7776 0.6623 -0.0114  -0.543
N 3.0624 -0.6130 0.1258  0.254
N -0.4965 -0.6287 -0.0014  0.097
O 1.8703 -2.5714 -0.0313  0.053
O 3.4508 1.6764 -0.0658  0.064
O 1.3328 0.8832 0.0407  0.040
H -0.8033 0.2562 0.1116  -0.038

Atomic forces in eV per Å
C -3.5764 4.8924 -0.2141
C 3.7455 -2.2019 0.3690
C -2.7209 3.2730 0.7514
N 2.1758 -1.1374 -0.2096
N 0.4925 -2.7851 -0.4418
O 0.3637 -4.0745 0.0203
O 0.7549 -0.4929 -0.1820
O 1.3754 -1.1873 -0.5188
H -2.6105 3.7138 0.4256

* net charge: -1
* molar mass: 113.05 g mol⁻¹
* spin multiplicity: 3
* calculated total energy: -450.1107 Ha
* highest occupied orbital energy (spin up / spin down): -1.4 / -5.5 eV
* gap between HOMO and LUMO (spin up / spin down): 0.2022 / 0.2376 hartree
* F_max: 6.1 eV/Å
* <S²>: 2.02
* energy above the lowest of the compared OMol25 structures with the same formula, charge and spin: 0.000 eV


# 2
The following is a quantum chemistry calculation of an isolated ion of composition C3HN2OS2 and charge -1 at a distorted geometry, from the OMol25 dataset.

Each line ends with the Löwdin charge.
Element x y z (Å)
C 0.7822 -0.4483 1.1770  -0.267
C 0.2447 0.7014 0.7612  -0.705
C -0.9460 0.0853 -1.8097  -0.745
N -0.4972 -0.5872 -0.9046  -0.171
N -0.2815 -1.7189 -0.3396  -0.083
O 0.8429 -1.6529 0.4990  -0.160
S 0.0602 2.2772 0.6131  0.577
S -1.5018 1.5587 -2.1591  0.431
H 1.2964 -0.2154 2.1626  0.122

Atomic forces in eV per Å
C 0.6495 1.9690 0.8846
C 0.8465 -0.6987 0.1869
C 0.8945 0.5368 0.8557
N 0.5006 -0.5530 -0.3447
N -2.0544 -1.3002 -1.0504
O 0.6438 1.6413 1.3990
S -0.4221 -0.4976 -0.1324
S -0.7042 0.3085 -0.5781
H -0.3540 -1.4061 -1.2205

* net charge: -1
* molar mass: 145.19 g mol⁻¹
* calculated total energy: -1095.8977 Ha
* highest occupied orbital energy (spin up / spin down): -2.7 / -2.7 eV
* gap between HOMO and LUMO (spin up / spin down): 0.2172 / 0.2172 hartree
* F_max: 2.6 eV/Å
* energy above the lowest of the compared OMol25 structures with the same formula, charge and spin: 5.506 eV


# 3
The following is a quantum chemistry calculation of one molecule with the formula C3HN3O2 at a distorted geometry, from the OMol25 dataset.

Each line ends with the Löwdin charge.
Element x y z (Å)
C -0.0968 -1.3770 -0.0877  -0.126
C -0.6969 0.7901 0.0102  -0.427
C 0.4335 -0.1339 0.0790  -0.189
H 0.3245 -2.4332 -0.1005  0.158
N -1.3756 -1.3700 -0.0286  0.079
N 2.8279 0.1084 -0.0203  0.311
N 1.7213 0.0292 0.0513  0.041
O -1.7324 -0.0669 0.0834  0.035
O -0.8150 1.9899 -0.0741  0.119

Atomic forces in eV per Å
C -0.8512 -5.5663 0.5418
C 0.5099 1.5542 0.3989
C 0.9345 1.6567 -0.2799
H 0.0107 1.8488 -0.1514
N 0.2474 -0.8759 -0.3068
N 0.0899 0.1154 0.2435
N 0.7581 0.8075 -0.4439
O -2.0342 1.5263 -0.1534
O 0.3350 -1.0667 0.1512

* molar mass: 111.06 g mol⁻¹
* calculated total energy: -429.5606 Ha
* highest occupied orbital energy: -9.5 eV
* gap between HOMO and LUMO: 0.3279 hartree
* F_max: 5.7 eV/Å
* energy above the lowest of the compared OMol25 structures with the same formula, charge and spin: 2.500 eV


# 4
The following is a quantum chemistry calculation of a 2-piece molecular cluster, C3HN3O7 overall at a distorted geometry, from the OMol25 dataset.

Each line ends with the Löwdin charge.
Element x y z (Å)
C 0.0629 2.0085 0.6291  -0.395
C 0.6851 0.9274 1.1894  0.039
C -0.2614 -1.2390 -1.0291  0.043
N 1.5403 0.5312 2.1094  -0.489
N -0.2255 -0.7462 -2.2815  -0.430
N -1.2784 -1.8437 -0.4247  -0.440
O 0.7723 -0.0668 -2.6692  -0.059
O -1.2086 -0.9296 -3.0417  -0.053
O 0.1887 3.2301 0.7438  -0.093
O 2.3031 -0.4468 2.1005  -0.059
O 1.4562 1.2857 3.1293  -0.081
O -1.7668 -1.4856 0.6420  0.003
O -1.5356 -3.0075 -0.9652  -0.080
H -0.7322 1.7824 -0.1321  0.096

Atomic forces in eV per Å
C -1.5798 0.7617 -1.5744
C 0.2580 -1.8518 -0.9152
C 2.3523 1.1595 0.5994
N -0.3752 1.2317 1.0813
N -0.5062 0.8458 -1.1126
N -1.1134 -3.2577 -0.7384
O -0.7463 -0.8199 0.6501
O 0.1800 -0.0180 -0.1061
O 0.8208 0.8877 0.9204
O -0.0892 -0.1663 -0.5259
O 0.5777 -0.0023 0.6947
O -0.1220 0.1922 -0.3592
O -0.0826 1.9029 1.0624
H 0.4258 -0.8656 0.3236

* net charge: -2
* molar mass: 191.05 g mol⁻¹
* calculated total energy: -805.4033 Ha
* highest occupied orbital energy (spin up / spin down): -1.1 / -1.3 eV
* gap between HOMO and LUMO (spin up / spin down): 0.2711 / 0.2480 hartree
* F_max: 3.5 eV/Å
* energy above the lowest of the compared OMol25 structures with the same formula, charge and spin: 0.032 eV


# 5
The following is a quantum chemistry calculation of C3HN4 as an isolated structure at a distorted geometry, from the OMol25 dataset.

Each line ends with the Löwdin charge.
Element x y z (Å)
C -0.2838 -0.0720 -0.0513  -0.073
C 0.9110 -0.1331 0.0631  -0.046
C 2.8483 -0.0385 0.1041  -0.397
N 3.5842 -1.1472 0.0167  -0.069
N 3.5084 1.1344 0.0443  -0.063
N 4.8214 -0.6230 -0.0606  -0.178
N 4.7990 0.6855 -0.0633  -0.162
H -1.2786 0.1379 -0.3997  -0.012

Atomic forces in eV per Å
C -0.4398 0.3480 -0.5744
C 5.4523 0.4066 0.2383
C -3.7988 0.1902 -0.4531
N -0.4688 1.2374 0.2625
N -0.1785 -1.7625 -0.0013
N 0.2611 -0.1331 -0.1928
N -1.0909 0.0203 0.2844
H 0.2636 -0.3069 0.4364

* net charge: -1
* molar mass: 93.07 g mol⁻¹
* calculated total energy: -333.8306 Ha
* highest occupied orbital energy: -5.5 eV
* gap between HOMO and LUMO: 0.3493 hartree
* F_max: 5.5 eV/Å
* energy above the lowest of the compared OMol25 structures with the same formula, charge and spin: 1.675 eV


# 6
The following is a quantum chemistry calculation of a 2-piece molecular cluster, C3HNO2S overall at a distorted geometry, from the OMol25 dataset.

Each line ends with the Löwdin charge.
Element x y z (Å)
C 0.3864 0.2459 1.9457  -0.924
C 0.0537 -0.0057 -1.4870  -0.371
C -0.6753 -0.6670 -0.4958  -0.060
N -0.4382 -0.2989 2.5354  0.092
O 0.9160 -0.3167 -2.2653  0.057
O -1.3674 -0.9847 0.3508  0.253
S 1.5251 0.8557 0.9864  0.743
H -0.4004 1.1715 -1.5702  0.210

Atomic forces in eV per Å
C 0.6796 0.1904 0.1023
C -0.1016 4.8049 -1.5750
C -0.4659 -0.5290 1.5959
N -1.3001 -0.6195 1.2424
O 0.0862 -1.1241 0.0273
O 0.1637 -0.1252 -0.8801
S 0.2887 0.2829 -1.1589
H 0.6494 -2.8805 0.6461

* molar mass: 115.11 g mol⁻¹
* calculated total energy: -718.1952 Ha
* highest occupied orbital energy (spin up / spin down): -9.7 / -9.3 eV
* gap between HOMO and LUMO (spin up / spin down): 0.2783 / 0.2298 hartree
* F_max: 5.1 eV/Å
* energy above the lowest of the compared OMol25 structures with the same formula, charge and spin: 3.365 eV


# 7
The following is a quantum chemistry calculation of a 2-piece molecular cluster, C3HNO3 overall at a distorted geometry, from the OMol25 dataset.

Each line ends with the Löwdin charge.
Element x y z (Å)
C 1.7069 1.2042 0.4489  -0.331
C 1.7740 -0.1685 0.6889  -0.393
C -2.9525 -0.4205 0.7926  0.002
N 0.5448 0.3971 0.5422  0.273
O 1.9190 2.3385 0.2129  0.163
O 2.2689 -1.2468 0.9029  0.115
O -3.0840 0.7010 0.7914  0.033
H -0.4469 0.0050 0.5141  0.138

Atomic forces in eV per Å
C -1.1007 3.4089 -0.9227
C 0.3644 -4.1925 0.9689
C -0.1048 0.6493 0.0005
N -1.5029 -1.6299 0.1335
O 0.7693 0.0322 0.1417
O -0.0999 1.2728 -0.2988
O 0.0334 -0.6427 0.0065
H 1.6412 1.1019 -0.0296

* molar mass: 99.05 g mol⁻¹
* calculated total energy: -395.3175 Ha
* highest occupied orbital energy: -10.8 eV
* gap between HOMO and LUMO: 0.4050 hartree
* F_max: 4.3 eV/Å
* energy above the lowest of the compared OMol25 structures with the same formula, charge and spin: 1.632 eV


# 8
The following is a quantum chemistry calculation of C3HNO3S as an isolated structure at a distorted geometry, from the OMol25 dataset.

Each line ends with the Löwdin charge.
Element x y z (Å)
C -0.8605 0.1651 0.6615  -0.165
C -0.5110 -1.2614 0.6884  -0.213
C 0.8521 -0.0390 -0.7445  -0.703
N 0.5465 -1.2418 -0.2424  -0.614
O -1.8926 1.6502 1.1645  -0.226
O 1.7236 0.3116 -1.5500  -0.072
O -0.0003 0.8647 -0.1994  -0.046
S 1.3313 -2.7072 -0.6937  0.070
H -1.1891 2.2579 0.9157  -0.031

Atomic forces in eV per Å
C 0.6494 -0.1486 -0.4884
C -2.6541 3.6375 1.3023
C 0.7334 0.3822 -0.6475
N -0.2482 -0.0274 0.2660
O 1.6353 -3.6860 -0.4805
O -0.3252 -0.0111 0.2684
O -0.4852 0.5634 0.1735
S 0.5414 -0.6296 -0.3186
H 0.1532 -0.0804 -0.0752

* net charge: -2
* molar mass: 131.11 g mol⁻¹
* calculated total energy: -793.3942 Ha
* highest occupied orbital energy: 1.2 eV
* gap between HOMO and LUMO: 0.1860 hartree
* F_max: 4.7 eV/Å
* energy above the lowest of the compared OMol25 structures with the same formula, charge and spin: 4.912 eV


# 9
The following is a quantum chemistry calculation of an isolated ion of composition C3HNO3S and charge -2 at a distorted geometry, from the OMol25 dataset.

Each line ends with the Löwdin charge.
Element x y z (Å)
C -0.0445 1.5139 -0.6174  -0.023
C -1.5482 1.2098 -0.4521  -0.796
C 2.0008 0.1106 -0.2462  -1.132
N 0.6199 0.3722 -0.4123  -0.064
O -2.4163 0.6171 -1.1453  -0.134
O -1.7089 1.7099 0.7027  -0.124
O 2.3097 -1.0831 -0.1540  -0.165
S 3.0921 1.3934 -0.2390  0.309
H 0.1203 -0.5297 -0.4012  0.129

Atomic forces in eV per Å
C -0.8162 -0.9141 -0.6940
C 0.2032 0.4221 0.9679
C 0.7815 -0.3466 -0.2278
N -1.2301 -0.3369 -0.0887
O 1.1263 0.3336 -0.1901
O -0.4291 -0.1438 -0.0551
O -0.4901 -0.1986 0.0693
S 0.7349 0.8356 0.0759
H 0.1196 0.3486 0.1426

* net charge: -2
* molar mass: 131.11 g mol⁻¹
* calculated total energy: -793.5509 Ha
* highest occupied orbital energy: 0.0 eV
* gap between HOMO and LUMO: 0.2181 hartree
* F_max: 1.4 eV/Å
* energy above the lowest of the compared OMol25 structures with the same formula, charge and spin: 0.650 eV


# 10
The following is a quantum chemistry calculation of one molecule with the formula C3HNO4 at a distorted geometry, from the OMol25 dataset.

Each line ends with the Löwdin charge.
Element x y z (Å)
O 2.3805 -0.2729 0.1721  0.168
C 1.1979 -0.2010 -0.0094  -0.491
N 0.4388 0.9153 -0.0472  0.232
C -0.8819 0.5616 -0.0367  -0.378
O -1.8331 1.2243 0.0752  0.205
C -0.8366 -0.9763 -0.0767  -0.323
O -1.7353 -1.7593 0.1454  0.186
O 0.4541 -1.3684 -0.1471  0.192
H 0.8156 1.8767 -0.0755  0.209

Atomic forces in eV per Å
O -0.8031 0.3250 -0.3572
C 3.6632 -1.3678 0.3166
N -0.2976 1.1420 -0.3524
C 0.7453 -1.2494 -0.1641
O -1.9881 1.5225 0.0310
C -2.6211 -2.4353 1.3243
O 1.5000 1.8331 -0.9243
O 0.0665 1.2882 -0.0900
H -0.2652 -1.0581 0.2162

* molar mass: 115.04 g mol⁻¹
* calculated total energy: -470.6691 Ha
* highest occupied orbital energy: -11.4 eV
* gap between HOMO and LUMO: 0.3886 hartree
* F_max: 3.9 eV/Å
* energy above the lowest of the compared OMol25 structures with the same formula, charge and spin: 0.000 eV
* SMILES: O=C1NC(=O)C(=O)O1